1.
{"formula": "C46H94O35S6", "method": "ωB97M-V/def2-TZVPD", "homo_ev": -9.558, "total_energy_ha": -6831.58138, "charge": 0, "lumo_ev": 0.1, "elements": ["C", "C", "C", "O", "C", "H", "H", "H", "H", "H", "H", "H", "H", "C", "C", "C", "O", "C", "H", "H", "H", "H", "H", "H", "H", "H", "O", "S", "O", "O", "C", "C", "C", "H", "H", "H", "H", "H", "H", "H", "H", "O", "S", "O", "O", "C", "C", "C", "H", "H", "H", "H", "H", "H", "H", "H", "O", "S", "O", "O", "C", "C", "C", "H", "H", "H", "H", "H", "H", "H", "H", "O", "S", "O", "O", "C", "C", "C", "H", "H", "H", "H", "H", "H", "H", "H", "O", "S", "O", "O", "C", "C", "C", "H", "H", "H", "H", "H", "H", "H", "H", "O", "S", "O", "O", "C", "C", "C", "H", "H", "H", "H", "H", "H", "H", "H", "C", "C", "C", "O", "C", "O", "O", "H", "H", "H", "H", "H", "H", "C", "C", "C", "O", "C", "O", "O", "H", "H", "H", "H", "H", "H", "C", "C", "C", "O", "C", "O", "O", "H", "H", "H", "H", "H", "H", "C", "C", "C", "O", "C", "O", "O", "H", "H", "H", "H", "H", "H", "C", "C", "C", "O", "C", "O", "O", "H", "H", "H", "H", "H", "H"], "xyz": [[2.7185, 2.1949, 5.0040], [1.2804, 1.6255, 5.1186], [1.0787, 1.0749, 3.7064], [2.3811, 0.4598, 3.4488], [3.3688, 1.1307, 4.1343], [3.1241, 2.2551, 6.0607], [2.7333, 3.2201, 4.5761], [0.5848, 2.4385, 5.3575], [1.2342, 0.8624, 5.8554], [0.8194, 1.8309, 3.0253], [0.3603, 0.2895, 3.7656], [4.1754, 1.4510, 3.4601], [3.9063, 0.3326, 4.7211], [-4.3950, 0.5043, -5.5426], [-3.0994, -0.1105, -4.9478], [-3.2910, -1.5619, -5.4568], [-4.6400, -1.8499, -5.1610], [-5.3520, -0.6757, -5.5621], [-4.2902, 0.9141, -6.5685], [-4.8448, 1.3829, -5.0388], [-3.0026, -0.1536, -3.8690], [-2.1501, 0.2782, -5.4166], [-2.6344, -2.3520, -5.0223], [-3.0871, -1.5821, -6.5351], [-6.1983, -0.5473, -4.8896], [-5.7005, -0.7776, -6.5369], [-4.7818, 0.8021, 1.5444], [-4.0821, 0.2930, 2.7858], [-4.9365, -0.1258, 3.8478], [-3.1701, -0.9120, 2.4677], [-2.7678, -1.8553, 3.5860], [-3.7193, -2.9559, 3.7947], [-2.9294, 1.5046, 3.3822], [-2.5661, -1.2707, 4.4433], [-1.8030, -2.2388, 3.1552], [-3.8960, -3.4849, 2.8375], [-4.7197, -2.6480, 4.1257], [-3.3809, -3.7617, 4.4764], [-2.2509, 1.7575, 2.5751], [-2.4212, 1.1203, 4.2599], [-3.5450, 2.3868, 3.6793], [-0.0898, 3.8251, 3.4671], [-0.8144, 5.0232, 3.3030], [-2.2543, 4.9707, 3.2630], [-0.2974, 5.9780, 4.4849], [1.1457, 6.2285, 4.7096], [1.3083, 6.2293, 6.2281], [-0.5749, 5.7387, 1.6645], [1.3642, 7.1932, 4.3202], [1.8148, 5.5360, 4.1470], [1.3023, 5.3044, 6.7116], [0.4914, 6.8192, 6.6010], [2.1718, 6.7935, 6.4691], [0.5527, 5.8748, 1.4670], [-1.1151, 6.7336, 1.6144], [-0.9698, 4.9602, 1.0240], [-0.2796, -3.7896, 1.7574], [-0.9939, -4.8946, 2.3357], [-1.1918, -5.0002, 3.7636], [-2.4603, -4.8496, 1.7188], [-2.5045, -4.4808, 0.3359], [-2.8091, -5.6163, -0.5820], [-0.1894, -6.2089, 1.6609], [-1.6209, -3.8338, 0.1024], [-3.4138, -3.7971, 0.2877], [-2.0854, -6.4489, -0.7144], [-2.8385, -5.1684, -1.5877], [-3.7042, -6.1101, -0.2660], [0.6479, -6.4255, 2.3072], [0.2147, -5.9598, 0.6697], [-0.8364, -7.0967, 1.6004], [-4.2965, 2.9382, -2.4165], [-2.8787, 3.2439, -2.2243], [-2.2143, 4.0331, -3.2273], [-2.6839, 4.0518, -0.8440], [-3.6503, 3.7102, 0.1139], [-5.0322, 4.5010, -0.1320], [-1.9786, 1.6454, -1.9923], [-3.2103, 3.9874, 1.1032], [-3.7640, 2.6120, 0.0457], [-5.6613, 4.1965, 0.6874], [-5.4409, 4.1715, -1.0847], [-4.8976, 5.5353, -0.1033], [-0.9046, 1.7076, -2.2560], [-2.4708, 0.9915, -2.7285], [-2.0899, 1.2684, -0.9402], [0.3291, -4.8241, -1.5090], [1.3196, -4.3431, -2.4923], [2.5486, -3.8598, -1.8979], [1.6722, -5.5827, -3.3598], [1.6075, -6.9268, -2.8914], [2.8050, -7.4403, -2.1752], [0.4729, -3.3708, -3.7229], [1.4716, -7.5733, -3.7453], [0.7349, -7.0905, -2.2787], [2.8618, -7.2186, -1.1455], [3.7437, -7.1606, -2.6864], [2.7246, -8.5680, -2.2945], [1.1337, -2.6116, -4.1835], [-0.3493, -2.8895, -3.2138], [0.0505, -4.0868, -4.3756], [5.6205, -1.3522, 2.4103], [4.6187, -2.0971, 1.7040], [4.0325, -1.5825, 0.4785], [5.3006, -3.5252, 1.4831], [4.5771, -4.6220, 0.8393], [5.5548, -5.1794, -0.1301], [3.1882, -2.3972, 2.7479], [3.6091, -4.1790, 0.4162], [4.3392, -5.3737, 1.5912], [5.0494, -5.7716, -0.8690], [6.3832, -5.6745, 0.3544], [5.9651, -4.3183, -0.7450], [3.4854, -2.6980, 3.7616], [2.4799, -2.9518, 2.1391], [2.7730, -1.3521, 2.8578], [-5.8956, -2.1349, 0.3530], [-5.9103, -1.7808, -1.1311], [-5.1670, -0.5336, -1.5370], [-3.8665, -1.1047, -1.8156], [-3.9590, -2.3956, -2.1654], [-3.0695, -3.0470, -2.6015], [-5.1835, -2.8943, -1.8881], [-6.2576, -3.1748, 0.4577], [-6.5375, -1.4495, 0.8462], [-4.9017, -2.1304, 0.8290], [-6.8725, -1.7287, -1.5729], [-5.0070, 0.2466, -0.7455], [-5.5833, -0.1381, -2.4336], [4.8338, -0.5898, -2.6928], [3.7750, 0.4265, -3.0803], [3.5793, 0.8545, -4.5661], [2.1571, 0.6869, -4.7840], [1.5805, 0.1675, -3.6707], [0.4228, -0.0044, -3.5226], [2.4934, -0.2486, -2.7504], [4.6633, -0.8507, -1.6463], [5.8826, -0.1679, -2.7815], [4.7441, -1.4707, -3.3918], [3.8729, 1.3165, -2.4164], [4.0657, 0.2093, -5.2656], [4.0126, 1.8659, -4.6680], [4.6989, 1.5666, 0.2191], [4.7785, 2.7749, 1.1607], [5.8541, 3.7299, 0.6409], [5.2634, 4.9764, 0.9964], [3.9640, 4.8432, 1.1021], [3.1246, 5.6587, 1.4072], [3.6307, 3.5469, 0.9641], [5.6728, 1.3077, -0.2463], [4.0027, 1.8849, -0.5732], [4.3317, 0.6544, 0.6090], [4.8905, 2.5766, 2.2216], [5.8597, 3.6163, -0.4598], [6.8163, 3.6203, 1.0840], [0.2426, 5.9853, -1.6117], [1.2576, 4.8673, -1.5303], [0.8948, 3.6186, -2.3398], [2.1937, 3.0982, -2.5439], [3.0991, 4.0504, -2.4838], [4.2495, 3.9250, -2.8081], [2.5417, 5.2419, -2.1380], [0.6940, 6.8443, -1.0765], [-0.7685, 5.6673, -1.2815], [0.1691, 6.2104, -2.6918], [1.4713, 4.7207, -0.4917], [0.3806, 3.7182, -3.3374], [0.2923, 2.9306, -1.6836], [-0.9009, -1.3227, -0.3543], [-0.1158, -0.6103, 0.7164], [1.2142, -0.0148, 0.2435], [0.8342, 1.3124, -0.1513], [-0.2098, 1.6358, 0.6035], [-0.7147, 2.7132, 0.4949], [-0.8234, 0.6044, 1.1398], [-0.3404, -2.3208, -0.5195], [-1.0825, -0.8594, -1.3529], [-1.8629, -1.6373, 0.0444], [-0.0093, -1.2852, 1.6138], [1.6325, -0.5023, -0.6226], [1.8910, -0.0242, 1.0972]], "forces_ev_per_a": [[-0.152, 0.122, 1.651], [0.202, 2.048, -1.273], [1.393, -1.077, 2.330], [-2.201, 0.021, -1.489], [2.546, -0.686, 1.240], [0.006, -0.015, -1.358], [-0.086, -0.712, 0.041], [-0.012, -0.365, -0.030], [-0.044, -0.783, 0.602], [-0.145, 0.903, -1.038], [-0.613, -0.681, -0.546], [-0.512, 0.364, 0.032], [-0.444, 0.803, 0.086], [0.091, 1.271, 0.300], [0.980, -0.514, -1.872], [0.990, -0.205, 0.396], [-0.078, 0.205, -0.143], [0.051, -0.027, 1.521], [0.545, -0.592, 0.419], [0.497, -0.582, 0.387], [-0.334, 0.197, -0.096], [-0.964, -0.013, 0.730], [-0.597, 0.734, 0.084], [-0.268, 0.011, -0.171], [-0.069, -0.088, 0.062], [-0.901, -0.538, -1.808], [2.596, -1.528, 2.896], [-2.365, 1.843, -2.048], [-0.452, 0.203, 0.692], [0.627, -1.235, -0.456], [1.527, 0.032, -1.958], [-1.877, -1.570, -0.502], [-1.084, 0.800, -0.140], [0.126, 0.666, 0.931], [-0.836, 0.370, 0.604], [0.174, 0.337, 0.445], [0.425, 0.289, 0.116], [0.279, 0.776, -0.245], [0.081, 0.092, 0.043], [0.080, -0.172, 0.002], [0.537, -0.596, -0.290], [1.035, -1.528, -0.027], [-1.430, 1.453, -1.345], [0.296, 0.073, 1.555], [-0.284, 0.143, -1.137], [-0.090, -1.351, 0.322], [-0.550, 1.348, -1.603], [2.486, 1.513, 0.805], [-0.075, 0.936, -0.320], [-0.828, 0.043, 0.489], [0.067, -1.615, 0.458], [-0.525, 0.200, 0.336], [1.157, 0.308, 0.329], [-1.674, -0.153, 0.197], [0.560, -1.388, 0.039], [-0.148, 0.025, -0.173], [0.332, 0.812, 0.832], [-1.161, 2.085, 1.069], [0.325, -0.173, -1.330], [1.052, -0.820, 0.700], [-0.999, 2.031, -0.702], [1.264, -0.680, -1.100], [0.471, -2.642, -1.045], [-0.828, -1.032, -0.068], [1.100, -0.650, 0.036], [0.197, 0.719, 0.587], [-0.625, -0.244, 0.305], [-0.900, -0.012, -0.166], [0.225, -0.090, 0.317], [-0.434, 0.152, 0.236], [0.230, 0.269, 0.122], [1.894, -0.049, 0.190], [-0.307, -0.410, -0.465], [0.006, -0.401, 0.504], [0.579, 0.030, -2.116], [-1.883, 0.492, 1.370], [1.660, -2.989, 0.295], [-0.417, 0.319, 0.255], [-0.381, -0.306, -0.768], [-0.457, 0.532, 0.574], [-0.508, -0.035, 0.253], [-0.129, 0.206, 0.246], [0.406, 1.677, 0.026], [-0.898, 0.214, 0.135], [0.231, 0.295, 0.636], [-0.275, 0.428, -1.145], [0.780, 0.972, -1.268], [-0.705, -1.274, 3.442], [-0.936, 0.543, -1.131], [0.468, -0.380, -1.467], [-0.467, -0.675, 0.268], [1.041, -1.782, -1.399], [1.033, 1.112, 0.827], [-0.102, 0.401, -0.699], [-0.467, 0.391, 0.225], [0.041, 0.470, 1.161], [-0.389, 0.001, 0.269], [0.237, 1.185, 0.416], [-0.347, -0.680, 0.152], [-0.123, 0.317, 0.339], [-0.191, -0.599, -0.948], [-0.313, -0.047, -0.376], [-0.885, -0.270, 0.332], [0.836, -0.629, 0.532], [-0.430, 0.509, 0.485], [-1.185, 1.281, 0.042], [0.345, 1.730, -1.792], [0.546, 1.845, -0.139], [1.420, -0.888, 0.120], [-0.157, 0.232, 0.286], [-0.128, -0.809, -0.153], [0.067, -0.281, 0.070], [-0.312, -0.911, 0.776], [-0.230, -0.543, -0.577], [-0.056, -0.531, 0.475], [0.382, -1.017, -0.113], [0.413, -1.278, -0.914], [1.031, -1.325, 0.344], [1.361, -0.434, 1.230], [0.554, 0.615, -0.384], [-1.320, -0.071, 0.528], [1.051, -0.312, -0.390], [-0.364, 2.037, 0.730], [-0.136, 0.540, 0.034], [-0.563, 0.548, 0.772], [-0.232, 0.402, -0.452], [-1.124, -0.394, -0.011], [-0.434, -0.844, -0.695], [-0.108, 0.588, -0.767], [0.974, 0.106, -1.287], [-0.164, -0.303, 0.732], [0.304, -0.212, 1.452], [0.257, 0.676, 0.744], [1.679, -0.381, 0.240], [-1.534, -0.040, -0.167], [0.380, 1.519, -1.239], [0.067, -0.295, -0.226], [-1.192, -0.374, 0.009], [0.179, 0.652, 0.976], [-0.333, -0.625, -0.765], [0.425, -0.560, -0.360], [-1.027, -0.161, -0.231], [0.393, 0.635, -0.557], [1.469, -1.316, -1.432], [-1.449, -0.633, -0.638], [1.135, 1.624, -0.101], [-2.115, -0.051, 1.214], [1.150, 0.025, -0.693], [-1.235, 0.270, 0.097], [-0.401, 0.359, 0.315], [0.365, -0.151, 0.167], [-0.492, -0.681, 0.778], [0.088, -0.203, 0.045], [0.333, 0.390, 0.419], [0.643, 0.086, 0.291], [0.594, 0.223, -1.076], [-1.120, 0.830, -1.036], [-1.168, -0.202, 1.192], [0.242, -1.774, -0.264], [0.671, 1.819, -0.859], [-0.087, -0.337, 0.396], [-0.298, -0.977, 0.395], [-0.789, -0.269, -0.198], [0.804, 0.266, 0.107], [-0.198, 0.327, 0.482], [0.130, -0.944, 0.629], [0.504, 0.453, 1.070], [0.943, 0.746, -0.827], [0.440, -2.093, -0.587], [-0.031, -0.389, 0.166], [-0.297, -0.734, 0.332], [1.079, -0.626, 0.904], [-1.192, 0.858, -2.182], [-0.053, 1.155, 1.074], [0.451, -1.075, 0.711], [-0.701, 1.503, 0.027], [0.528, 0.073, 0.929], [-0.182, 0.182, 0.046], [-0.080, 0.790, -0.930], [0.161, -0.219, -0.044], [0.358, 0.469, -0.270]]}

2.
{"formula": "C10H32N4O10", "method": "ωB97M-V/def2-TZVPD", "homo_ev": -9.530, "e_above_lowest_ev": 0.000, "total_energy_ha": -1371.64049, "charge": 0, "lumo_ev": 0.7, "elements": ["N", "C", "N", "O", "H", "H", "H", "H", "N", "C", "N", "O", "H", "H", "H", "H", "O", "C", "C", "O", "H", "H", "H", "H", "H", "H", "O", "C", "C", "O", "H", "H", "H", "H", "H", "H", "O", "C", "C", "O", "H", "H", "H", "H", "H", "H", "O", "C", "C", "O", "H", "H", "H", "H", "H", "H"], "xyz": [[10.5164, 8.6776, 8.7313], [10.2635, 8.8960, 7.3847], [11.1330, 9.7108, 6.7658], [9.2724, 8.3908, 6.8800], [11.0709, 9.3430, 9.2682], [9.8524, 7.9906, 9.1181], [11.9772, 9.9890, 7.2143], [10.9045, 9.8930, 5.8082], [5.6017, 10.7028, 6.2486], [5.5670, 10.6144, 7.6006], [6.5785, 9.7912, 8.0461], [4.9657, 11.3485, 8.3842], [4.9298, 11.0749, 5.5912], [6.1002, 9.9202, 5.8244], [6.5744, 9.5184, 9.0899], [6.8710, 8.9371, 7.5354], [8.3291, 11.7253, 9.4123], [7.6430, 12.2537, 10.5372], [7.1284, 11.1633, 11.5399], [6.1883, 10.3499, 10.8216], [7.7537, 11.2032, 8.7820], [8.2958, 12.8998, 11.1566], [6.8738, 12.9208, 10.1700], [6.6797, 11.6640, 12.3829], [7.8237, 10.5160, 11.9953], [5.4472, 10.8895, 10.5216], [12.1619, 13.7337, 11.0357], [11.4458, 12.7025, 11.7738], [11.6274, 11.4116, 10.9022], [11.2597, 11.6370, 9.5595], [11.9033, 13.7629, 10.1385], [12.0967, 12.5235, 12.6752], [10.4181, 12.8494, 12.0754], [11.0038, 10.5807, 11.2068], [12.6667, 10.9981, 10.9956], [10.3239, 11.7898, 9.5327], [7.1135, 4.6109, 9.9183], [7.1832, 5.7444, 10.8481], [6.5698, 6.9183, 10.0720], [7.5597, 7.2296, 9.1038], [6.3554, 4.0090, 10.0708], [6.7795, 5.4247, 11.7927], [8.2255, 6.0063, 10.9400], [6.5744, 7.7775, 10.7830], [5.5743, 6.6933, 9.6522], [7.4554, 6.6452, 8.3402], [7.2170, 8.2592, 5.1777], [7.3433, 6.9749, 4.5281], [6.9348, 5.8152, 5.4759], [7.7848, 5.8060, 6.5633], [8.0869, 8.5127, 5.6434], [6.7437, 6.9269, 3.6241], [8.3652, 6.8517, 4.2372], [6.7876, 4.8399, 4.9784], [5.8829, 6.1038, 5.7626], [8.5952, 6.2310, 6.2190]], "forces_ev_per_a": [[-0.374, -0.629, -0.950], [0.489, 0.341, 2.779], [-0.691, -0.341, -0.594], [-0.293, -0.436, -1.182], [-0.514, -0.452, -0.203], [0.553, 0.952, 0.180], [0.274, 0.322, -0.060], [0.451, 0.325, -0.167], [0.099, -1.060, -1.579], [0.672, 1.089, 0.769], [0.661, -2.367, 2.301], [-0.429, -0.355, -0.527], [-0.304, 0.351, 1.016], [-0.069, 0.299, -0.049], [-0.376, 1.038, -2.138], [-0.315, 1.109, 0.038], [0.327, -0.236, -0.120], [0.607, -0.782, 1.091], [-1.643, 1.410, -2.334], [0.256, -0.396, 1.082], [0.372, 0.519, 1.049], [0.300, -0.219, -0.708], [-0.740, -0.135, 0.231], [-0.583, 0.433, 0.321], [1.384, -0.775, -0.123], [0.017, 0.146, -0.316], [-0.458, -0.016, 2.841], [3.233, -1.426, -0.997], [-0.192, -0.256, 0.746], [1.791, 0.162, -0.462], [-0.757, -0.360, -1.507], [-0.951, 0.404, -0.587], [-0.294, 0.655, -0.276], [-0.396, -0.188, 0.920], [-0.687, 0.879, -0.531], [-1.418, -0.022, -0.212], [0.109, -0.364, 0.378], [-1.135, -1.229, -1.967], [1.122, 0.213, 1.759], [-0.532, 0.469, -0.418], [0.644, 0.925, 0.247], [-0.436, 0.354, 0.499], [0.368, -0.194, 0.233], [-0.569, -0.292, -0.670], [0.403, 0.196, 0.187], [0.185, -0.221, -0.203], [0.878, -0.140, 0.099], [-0.488, -0.131, 0.938], [-2.279, 1.516, -1.260], [1.065, -0.063, 0.354], [-1.344, -0.823, -0.710], [-0.229, 0.336, -0.061], [0.914, -0.207, -0.337], [0.662, 0.240, -0.038], [0.886, -0.298, 0.322], [-0.227, -0.271, 0.907]]}

no.,HOMO-LUMO gap (eV)
1,9.7
2,10.2